{
  "formula": "C8H56FN2O23P",
  "method": "the ωB97M-V functional and the def2-TZVPD basis",
  "elements": ["P", "F", "O", "O", "O", "O", "O", "O", "O", "O", "O", "O", "O", "O", "O", "O", "O", "O", "O", "O", "O", "O", "O", "O", "O", "N", "N", "C", "C", "C", "C", "C", "C", "C", "C", "H", "H", "H", "H", "H", "H", "H", "H", "H", "H", "H", "H", "H", "H", "H", "H", "H", "H", "H", "H", "H", "H", "H", "H", "H", "H", "H", "H", "H", "H", "H", "H", "H", "H", "H", "H", "H", "H", "H", "H", "H", "H", "H", "H", "H", "H", "H", "H", "H", "H", "H", "H", "H", "H", "H", "H"],
  "xyz": [[-1.9409, -3.7140, -3.0210], [0.8698, -5.1259, -3.8851], [-0.9825, 0.6947, 6.6768], [-3.6800, -0.7394, -2.4817], [-3.0269, -3.4016, -7.3483], [-5.5028, -2.9545, -5.5310], [-4.6442, 0.2408, 0.5302], [1.1446, -2.8665, -2.7078], [3.9055, 2.3904, 2.9266], [0.2133, 3.1620, 6.1833], [2.6133, 2.6902, 8.2835], [3.3927, 1.6056, -3.2857], [0.8048, 4.5193, 3.1153], [-0.2233, -3.4319, -0.8576], [-4.6858, 1.8933, 7.5860], [-0.9556, 3.3362, -1.8905], [3.0725, 0.5423, 0.8600], [1.5363, -1.5868, -0.5200], [2.0603, 5.8472, -2.0965], [1.2725, 2.8369, -0.2184], [-2.3906, -3.0694, 1.1252], [-3.1716, 0.7060, 3.2000], [1.0341, 5.7919, 0.7004], [-5.7180, 2.0107, 4.6073], [0.2175, 8.7876, 1.7921], [2.2364, -4.6998, -1.7848], [-1.5796, -3.5073, -4.5904], [-1.0682, -5.8106, -1.3569], [-0.4781, -4.4079, -1.9690], [3.5139, -4.7626, -2.5929], [4.5314, -2.2947, -3.1823], [1.0247, -4.3601, -2.6269], [4.6339, -3.6024, -2.1503], [4.2734, -0.8694, -2.3782], [0.8808, -2.5061, -1.2750], [2.2614, 0.0278, 0.7327], [2.7971, 1.9087, -2.5839], [-4.9877, -0.5325, 1.0025], [-2.1935, -4.0752, -5.2156], [3.4470, 2.3615, -3.8893], [0.4614, 2.3224, -0.3457], [-5.3470, -1.9991, -5.4902], [4.6928, -0.8853, -1.2634], [3.6250, -2.4699, -3.9282], [-0.1453, 4.6548, 2.9824], [5.5636, -2.1432, -3.7622], [-2.7659, -3.6914, -8.2354], [2.8396, 1.4284, 0.5444], [1.8274, 6.7334, -2.4121], [1.6870, 5.9293, -0.0023], [-1.0614, -6.7092, -2.1110], [1.0630, 3.3405, 6.6133], [-1.7522, 0.5100, 7.2354], [-1.1664, 3.5311, -2.8161], [3.4630, 2.8687, 8.7135], [-3.5151, -0.0674, 3.6723], [5.6870, -4.1016, -2.4094], [-2.3311, -2.4056, -2.5162], [0.8773, 4.2689, 4.0487], [-4.9285, 1.6634, 4.1654], [4.7918, 0.0383, -2.9387], [1.0396, 3.7230, -0.5340], [-0.5433, -6.0730, -0.3190], [-2.3219, 0.8845, 3.6300], [-0.6192, -0.1822, 6.4814], [1.5157, 5.2851, 1.3715], [-3.6256, 0.0166, -3.0853], [-2.2082, -5.6047, -1.0707], [0.5808, 7.9107, 1.5967], [4.1638, 3.2454, 2.5506], [-2.5704, -2.5545, -7.2351], [1.2491, 5.3328, -2.2237], [3.3773, -4.6305, -3.7501], [2.2698, 1.9169, 8.7558], [3.1089, -0.6077, -2.3797], [-2.2347, -2.1140, 1.1660], [2.0649, -5.5664, -1.2275], [-4.2755, -0.4362, -1.7799], [-1.6012, -3.4168, 0.6833], [3.8769, 1.7971, 2.1611], [-0.5522, 8.6029, 2.3507], [-5.5621, 2.9661, 4.6481], [-0.1302, 2.3887, 6.6556], [4.0473, -5.7968, -2.3865], [-3.0604, -4.6586, -2.9810], [-3.7945, 0.4194, 0.9602], [-5.4715, 2.1860, 8.0716], [-4.8966, 2.0882, 6.6604], [-1.7412, 3.6289, -1.4049], [4.5539, -3.2999, -1.0199], [-4.7134, -3.3019, -5.9729]],
  "max_force_ev_per_a": 10.4,
  "total_charge": 0,
  "total_energy_ha": -2619.38737
}